The following is a DFT calculation (ωB97M-V/def2-TZVPD) of C49H50CoN4OPTe as an isolated structure.

Last column: Mulliken spin population.
Cartesian coordinates (Å):
Co1 -1.106 -0.497 0.279  1.27
N1 0.542 1.020 -0.484  0.03
C1 1.361 0.350 -1.432  -0.02
C2 1.643 0.959 -2.650  0.01
C3 2.354 0.286 -3.630  0.00
C4 2.774 -1.011 -3.394  0.01
C5 2.499 -1.613 -2.175  -0.03
C6 1.810 -0.948 -1.166  0.09
C7 1.495 -1.637 0.166  -0.05
C8 2.399 -2.831 0.377  0.30
C9 1.941 -4.068 0.659  -0.12
C10 0.552 -4.326 0.729  0.43
C11 -0.358 -3.276 0.548  -0.25
C12 0.022 -2.005 0.189  0.26
H1 0.297 1.947 -0.806  0.00
H2 1.000 1.079 0.422  0.00
H3 1.292 1.971 -2.826  0.00
H4 2.576 0.778 -4.569  0.00
H5 3.321 -1.553 -4.155  0.00
H6 2.814 -2.634 -1.999  -0.02
H7 3.453 -2.585 0.429  0.05
H8 2.640 -4.873 0.860  0.00
H9 0.195 -5.321 0.962  0.03
H10 -1.411 -3.510 0.672  -0.01
N2 -4.083 0.392 0.400  0.01
P1 -2.605 1.214 0.058  -0.07
C13 -2.820 1.462 -1.753  0.01
C14 -1.920 0.854 -2.625  0.01
C15 -2.049 1.014 -3.997  0.00
C16 -3.091 1.772 -4.508  0.00
C17 -4.008 2.360 -3.646  0.00
C18 -3.878 2.204 -2.276  0.00
C19 -2.994 2.889 0.665  0.00
C20 -3.648 3.100 1.877  0.00
C21 -3.845 4.386 2.354  0.00
C22 -3.359 5.474 1.646  0.00
C23 -2.664 5.272 0.461  0.00
C24 -2.475 3.988 -0.021  0.00
C25 -4.057 -0.950 0.099  0.00
C26 -5.139 -1.795 0.361  -0.01
C27 -5.112 -3.077 -0.139  0.00
C28 -4.016 -3.486 -0.897  0.00
C29 -2.961 -2.616 -1.050  0.02
N3 -2.948 -1.378 -0.534  0.03
H11 -4.746 0.718 1.082  0.00
H12 -1.116 0.248 -2.227  -0.02
H13 -1.337 0.541 -4.662  0.00
H14 -3.194 1.907 -5.577  0.00
H15 -4.827 2.945 -4.045  0.00
H16 -4.592 2.668 -1.606  0.00
H17 -4.002 2.257 2.460  0.00
H18 -4.369 4.541 3.289  0.00
H19 -3.517 6.478 2.017  0.00
H20 -2.267 6.117 -0.086  0.00
H21 -1.943 3.834 -0.952  0.00
H22 -5.987 -1.423 0.922  0.00
H23 -5.937 -3.753 0.045  0.00
H24 -3.982 -4.464 -1.353  0.00
H25 -2.077 -2.902 -1.604  0.00
C30 1.507 0.387 3.362  0.01
C31 0.994 -0.310 2.118  0.00
O1 -0.299 -0.332 1.995  -0.04
N4 1.891 -0.765 1.305  0.07
Te1 5.173 -0.096 -0.559  0.01
C32 7.056 -0.969 -1.095  0.00
C33 7.906 -0.328 -2.003  0.00
C34 7.633 1.065 -2.501  0.00
C35 9.021 -1.006 -2.488  0.00
C36 9.314 -2.303 -2.097  0.00
C37 10.491 -3.051 -2.661  0.00
C38 8.481 -2.908 -1.165  0.00
C39 7.357 -2.266 -0.658  0.00
C40 6.481 -3.019 0.311  0.00
C41 5.883 1.715 0.341  0.00
C42 5.515 2.959 -0.181  0.00
C43 4.782 3.134 -1.488  0.00
C44 5.862 4.117 0.515  0.00
C45 6.551 4.071 1.714  0.00
C46 6.855 5.318 2.499  0.00
C47 6.934 2.827 2.202  0.00
C48 6.610 1.650 1.542  0.00
C49 7.024 0.336 2.143  0.00
H26 0.924 1.287 3.559  0.00
H27 2.559 0.633 3.239  0.00
H28 1.402 -0.286 4.215  0.00
H29 6.672 1.100 -3.021  0.00
H30 8.416 1.388 -3.187  0.00
H31 7.584 1.777 -1.676  0.00
H32 9.662 -0.511 -3.210  0.00
H33 10.979 -2.480 -3.450  0.00
H34 10.172 -4.009 -3.075  0.00
H35 11.226 -3.258 -1.881  0.00
H36 8.705 -3.917 -0.834  0.00
H37 7.033 -3.845 0.758  0.00
H38 5.613 -3.433 -0.208  0.00
H39 6.115 -2.369 1.105  0.00
H40 4.190 2.261 -1.750  0.00
H41 5.501 3.309 -2.293  0.00
H42 4.122 4.002 -1.439  0.00
H43 5.569 5.078 0.105  0.00
H44 6.439 6.201 2.016  0.00
H45 7.932 5.459 2.607  0.00
H46 6.429 5.243 3.501  0.00
H47 7.482 2.778 3.137  0.00
H48 7.552 0.485 3.084  0.00
H49 7.677 -0.214 1.462  0.00
H50 6.143 -0.282 2.332  0.00

Properties
Gap between HOMO and LUMO (spin up / spin down) ... 6.173 / 7.297 eV
LUMO level (spin up / spin down) ... 0.0101 / 0.0113 Eh
Spin multiplicity ... 3



The following is a DFT calculation (ωB97M-V/def2-TZVPD) of a 6-piece molecular cluster, CH14O6 overall.

Last column: natural (NBO) charge in e.
Cartesian coordinates (Å):
C1 -1.986 -2.266 1.142  -0.26
O1 -1.290 -1.463 0.164  -0.78
H1 -1.416 -3.204 1.186  0.17
H2 -2.008 -1.731 2.083  0.19
H3 -2.958 -2.595 0.775  0.18
H4 -1.306 -1.882 -0.687  0.51
O2 1.932 2.561 -1.867  -0.95
H5 1.786 3.510 -1.864  0.46
H6 1.616 2.353 -0.966  0.48
O3 -0.262 0.989 -0.643  -0.97
H7 -0.733 1.736 -1.056  0.49
H8 -0.954 0.565 -0.089  0.50
O4 1.009 2.642 1.402  -0.96
H9 1.805 2.132 1.513  0.47
H10 0.493 1.916 0.979  0.49
O5 -0.004 -1.015 -2.254  -0.97
H11 0.508 -0.484 -1.623  0.50
H12 0.631 -1.518 -2.728  0.46
O6 1.183 -0.447 1.313  -0.96
H13 1.677 -1.016 1.912  0.47
H14 0.277 -0.785 1.308  0.49

Properties
Gap between HOMO and LUMO ... 11.275 eV
LUMO level ... 0.0160 Eh
SMILES ... CO.O.O.O.O.O



The following is a DFT calculation (ωB97M-V/def2-TZVPD) of one molecule with the formula C6H10O2.

Last column: natural (NBO) charge in e.
Cartesian coordinates (Å):
C1 -1.171 1.325 1.227  -0.09
C2 -1.116 1.436 -0.392  -0.44
C3 -0.575 -0.028 -0.404  0.07
O1 0.207 -0.300 -1.628  -0.56
C4 0.846 -1.549 -1.270  -0.08
C5 1.333 -1.193 0.363  -0.48
C6 0.623 0.028 0.437  0.03
O2 -0.162 0.275 1.684  -0.55
H1 -2.151 1.139 1.378  0.18
H2 -0.938 2.405 1.523  0.18
H3 -0.168 2.047 -0.875  0.24
H4 -2.073 1.402 -0.744  0.22
H5 -1.065 -1.028 -0.263  0.21
H6 0.129 -2.495 -1.306  0.18
H7 1.738 -1.667 -1.981  0.21
H8 1.018 -1.729 1.425  0.26
H9 2.462 -0.913 0.312  0.22
H10 1.056 0.930 0.303  0.18

Properties
Gap between HOMO and LUMO ... 10.717 eV
LUMO level ... 0.0403 Eh
SMILES ... C1C[C@H]2OCC[C@@H]2O1



The following is a DFT calculation (ωB97M-V/def2-TZVPD) of C35H38As2Cl2NRhSSi as an isolated structure.

Last column: Mulliken charge in e.
Cartesian coordinates (Å):
Rh1 -0.999 -0.199 -0.094  0.28
C1 2.290 3.464 2.188  -0.94
Si1 1.369 2.979 3.737  0.08
C2 0.167 4.297 4.265  -1.12
C3 2.570 2.539 5.092  -1.03
C4 0.332 1.402 3.412  0.66
C5 -0.082 0.617 4.490  -0.26
C6 -0.837 -0.541 4.324  -1.14
C7 -1.179 -0.930 3.048  -0.61
N1 -0.798 -0.199 1.995  0.07
C8 -0.077 0.926 2.174  0.46
S1 0.211 1.596 0.566  -0.43
H1 2.977 4.276 2.443  0.44
H2 1.635 3.844 1.401  0.35
H3 2.888 2.643 1.786  0.24
H4 0.699 5.222 4.501  0.37
H5 -0.388 4.001 5.157  0.36
H6 -0.555 4.520 3.478  0.35
H7 3.183 3.409 5.339  0.41
H8 3.243 1.738 4.779  0.26
H9 2.073 2.228 6.012  0.37
H10 0.198 0.910 5.495  0.38
H11 -1.145 -1.137 5.171  0.45
H12 -1.750 -1.827 2.846  0.58
C9 1.426 -1.704 -2.126  -1.29
C10 1.019 -0.492 -2.951  -0.81
As1 -0.771 0.134 -2.466  1.65
C11 -0.865 1.890 -3.209  0.38
C12 -0.465 2.086 -4.530  -0.30
C13 -0.508 3.360 -5.074  -0.81
C14 -0.940 4.431 -4.302  -0.53
C15 -1.328 4.234 -2.985  -1.02
C16 -1.293 2.962 -2.433  -0.32
C17 -2.053 -0.983 -3.362  0.01
C18 -2.203 -2.298 -2.915  -0.11
C19 -3.157 -3.122 -3.493  -0.86
C20 -3.969 -2.630 -4.507  -0.57
C21 -3.828 -1.320 -4.944  -0.81
C22 -2.873 -0.490 -4.373  -0.22
As2 0.961 -1.491 -0.238  1.17
C23 0.484 -3.224 0.417  0.55
C24 -0.864 -3.558 0.526  -0.07
C25 -1.233 -4.829 0.938  -1.27
C26 -0.252 -5.763 1.248  -0.66
C27 1.092 -5.430 1.142  -0.70
C28 1.466 -4.159 0.732  -0.60
C29 2.493 -0.904 0.736  0.42
C30 3.530 -0.246 0.082  -0.52
C31 4.624 0.196 0.809  -0.84
C32 4.673 -0.011 2.182  -0.59
C33 3.634 -0.663 2.832  -0.77
C34 2.538 -1.114 2.111  -0.52
H13 2.496 -1.906 -2.194  0.67
H14 0.901 -2.605 -2.446  0.55
H15 1.044 -0.717 -4.017  0.67
H16 1.675 0.362 -2.771  0.44
H17 -0.123 1.257 -5.139  0.40
H18 -0.202 3.517 -6.100  0.44
H19 -0.971 5.424 -4.730  0.42
H20 -1.661 5.071 -2.386  0.44
H21 -1.603 2.812 -1.407  0.44
H22 -1.570 -2.693 -2.124  0.18
H23 -3.265 -4.144 -3.156  0.47
H24 -4.716 -3.270 -4.957  0.42
H25 -4.464 -0.941 -5.732  0.45
H26 -2.774 0.534 -4.709  0.47
H27 -1.644 -2.836 0.279  0.71
H28 -2.279 -5.092 1.020  0.48
H29 -0.537 -6.754 1.574  0.43
H30 1.853 -6.161 1.379  0.45
H31 2.517 -3.904 0.654  0.49
H32 3.496 -0.074 -0.988  0.26
H33 5.437 0.701 0.306  0.46
H34 5.529 0.334 2.746  0.44
H35 3.678 -0.827 3.901  0.49
H36 1.730 -1.626 2.621  0.55
Cl1 -4.600 1.757 -2.202  -0.07
C35 -4.476 0.454 -1.053  0.05
Cl2 -3.281 0.828 0.267  -0.08
H37 -4.134 -0.451 -1.547  -0.15
H38 -5.420 0.311 -0.540  0.46

Properties
Gap between HOMO and LUMO ... 6.708 eV
LUMO level ... -0.2610 Eh
Total charge ... +2



The following is a DFT calculation (ωB97M-V/def2-TZVPD) of a 2-piece molecular cluster, C9H5Cl4F17P overall.

Last column: natural (NBO) charge in e.
Cartesian coordinates (Å):
F1 3.469 -2.568 2.208  -0.32
C1 2.383 -2.251 1.494  0.93
F2 1.320 -2.555 2.154  -0.27
F3 2.491 -2.945 0.383  -0.30
C2 2.505 -0.721 1.182  0.55
F4 3.779 -0.566 0.768  -0.30
F5 2.382 0.020 2.279  -0.29
C3 1.590 -0.248 -0.013  0.58
F6 0.568 -1.051 -0.212  -0.27
F7 2.353 -0.411 -1.120  -0.31
C4 1.210 1.257 -0.005  0.59
F8 2.374 1.919 0.184  -0.31
F9 0.844 1.574 -1.250  -0.30
C5 0.202 1.807 1.050  0.58
F10 0.850 2.359 2.078  -0.29
F11 -0.440 2.836 0.465  -0.30
C6 -0.904 0.883 1.640  0.59
F12 -0.430 -0.196 2.258  -0.30
F13 -1.461 1.613 2.631  -0.31
C7 -2.105 0.562 0.654  0.57
F14 -2.932 1.653 0.789  -0.34
F15 -1.725 0.589 -0.626  -0.31
C8 -2.970 -0.671 1.055  0.35
F16 -3.179 -0.654 2.403  -0.36
F17 -4.202 -0.413 0.513  -0.36
P1 -2.431 -2.461 0.452  0.42
H1 -1.183 -2.407 1.202  -0.19
H2 -1.832 -1.959 -0.779  -0.19
H3 -3.716 -2.584 -0.242  -0.18
H4 -3.066 -3.014 1.665  -0.19
H5 -2.100 -3.828 0.040  -0.17
C9 1.269 2.885 -5.056  -0.23
Cl1 -0.127 2.649 -6.121  0.04
Cl2 1.824 4.566 -5.180  0.03
Cl3 0.815 2.532 -3.389  0.10
Cl4 2.576 1.799 -5.554  0.04

Properties
Gap between HOMO and LUMO ... 5.648 eV
LUMO level ... 0.0732 Eh
Total charge ... -1



The following is a DFT calculation (ωB97M-V/def2-TZVPD) of one molecule with the formula C21H27N3O5.

Last column: natural (NBO) charge in e.
Cartesian coordinates (Å):
C1 0.502 -7.243 -1.659  -0.63
C2 0.858 -6.665 -0.297  -0.07
O1 1.259 -5.299 -0.399  -0.51
C3 0.282 -4.384 -0.443  0.78
O2 -0.894 -4.655 -0.374  -0.61
C4 0.804 -3.003 -0.562  -0.19
C5 2.182 -2.722 -0.527  -0.15
C6 2.616 -1.441 -0.715  -0.21
C7 1.700 -0.385 -0.901  0.18
N1 2.201 0.838 -1.183  -0.47
C8 1.363 1.802 -1.419  0.14
C9 -0.040 1.701 -1.315  -0.33
C10 -0.859 2.904 -1.466  0.80
O3 -2.080 2.935 -1.456  -0.65
O4 -0.131 4.020 -1.599  -0.51
C11 -0.859 5.237 -1.743  -0.07
C12 0.136 6.370 -1.907  -0.62
C13 -0.602 0.465 -0.936  0.35
N2 -1.942 0.318 -0.778  -0.60
C14 -2.514 -0.273 0.412  -0.22
C15 -2.366 0.717 1.582  -0.23
N3 -0.964 1.043 1.760  -0.46
C16 -0.728 2.407 2.198  -0.24
C17 0.776 2.676 2.218  -0.08
O5 1.443 1.777 3.071  -0.52
C18 1.225 0.452 2.648  -0.08
C19 -0.265 0.111 2.628  -0.25
C20 0.303 -0.646 -0.827  -0.10
C21 -0.109 -1.980 -0.719  -0.13
H1 0.265 -8.298 -1.556  0.22
H2 1.337 -7.131 -2.346  0.21
H3 -0.363 -6.725 -2.066  0.22
H4 1.718 -7.180 0.138  0.19
H5 -0.001 -6.734 0.379  0.20
H6 2.880 -3.531 -0.382  0.23
H7 3.666 -1.198 -0.748  0.23
H8 1.801 2.755 -1.684  0.21
H9 -1.486 5.383 -0.855  0.19
H10 -1.521 5.155 -2.613  0.19
H11 0.748 6.204 -2.790  0.21
H12 -0.396 7.311 -2.014  0.22
H13 0.787 6.424 -1.039  0.21
H14 -2.428 1.183 -1.022  0.43
H15 -3.570 -0.476 0.225  0.21
H16 -2.013 -1.204 0.666  0.21
H17 -2.907 1.634 1.332  0.20
H18 -2.815 0.288 2.490  0.18
H19 -1.210 3.091 1.496  0.20
H20 -1.139 2.585 3.208  0.17
H21 0.982 3.676 2.603  0.19
H22 1.174 2.587 1.196  0.17
H23 1.754 -0.188 3.356  0.20
H24 1.645 0.307 1.642  0.17
H25 -0.395 -0.904 2.246  0.21
H26 -0.661 0.157 3.659  0.17
H27 -1.151 -2.247 -0.812  0.24

Properties
Gap between HOMO and LUMO ... 8.136 eV
LUMO level ... 0.0018 Eh
SMILES ... CCOC(=O)c1ccc2ncc(C(=O)OCC)c(NCCN3CCOCC3)c2c1



The following is a DFT calculation (ωB97M-V/def2-TZVPD) of a 2-piece molecular cluster, C11H20N3O overall.

Last column: natural (NBO) charge in e.
Cartesian coordinates (Å):
C1 -0.352 -2.026 2.902  -0.43
C2 -1.010 -1.846 4.272  -0.61
C3 0.313 -0.824 2.373  -0.04
C4 -0.169 0.461 2.110  -0.18
C5 1.601 -0.973 1.802  -0.14
C6 0.431 1.519 1.466  -0.28
C7 2.298 0.029 1.126  -0.32
C8 1.665 1.245 0.897  0.28
O1 2.297 2.199 0.147  -0.73
H1 0.282 -2.934 2.972  0.23
H2 -1.135 -2.322 2.164  0.22
H3 -1.764 -2.564 4.525  0.22
H4 -1.154 0.541 2.531  0.21
H5 1.994 -2.022 1.790  0.21
H6 -0.127 2.381 1.180  0.23
H7 3.319 -0.231 0.833  0.23
H8 3.260 2.167 0.090  0.50
H9 -1.382 -0.802 4.388  0.20
H10 -0.355 -1.950 5.152  0.22
C9 -1.885 0.369 -3.131  -0.22
C10 -2.376 -0.660 -2.124  -0.64
C11 0.465 1.034 -2.985  0.71
N1 -0.433 0.083 -3.345  -0.55
N2 1.559 0.509 -2.324  -0.85
N3 0.401 2.346 -3.012  -0.73
H11 -2.327 0.167 -4.094  0.22
H12 -2.127 1.425 -2.859  0.21
H13 -1.869 -0.518 -1.185  0.23
H14 -2.254 -1.647 -2.608  0.22
H15 -0.122 -0.869 -3.248  0.43
H16 2.092 -0.232 -2.740  0.42
H17 1.836 0.989 -1.481  0.43
H18 -0.437 2.897 -3.165  0.42
H19 0.926 2.841 -2.285  0.44
H20 -3.465 -0.784 -2.134  0.25

Properties
Gap between HOMO and LUMO ... 8.529 eV
LUMO level ... -0.1075 Eh
Total charge ... +1



The following is a DFT calculation (ωB97M-V/def2-TZVPD) of one molecule with the formula C3H5NO2.

Last column: natural (NBO) charge in e.
Cartesian coordinates (Å):
C1 0.043 1.332 0.099  -0.01
N1 -1.189 0.951 -0.041  -0.08
O1 -1.295 -0.471 -0.231  -0.39
C2 -0.245 -1.214 0.300  0.19
O2 1.054 -0.908 -0.224  -0.54
C3 1.323 0.523 -0.037  -0.15
H1 0.180 2.365 0.419  0.20
H2 -0.411 -2.273 0.012  0.20
H3 -0.083 -1.104 1.365  0.14
H4 1.904 0.698 0.905  0.20
H5 1.926 0.845 -0.944  0.23

Properties
Gap between HOMO and LUMO ... 10.787 eV
LUMO level ... 0.0314 Eh
SMILES ... C1=NOCOC1



Copy entry 6 word for word.
The following is a DFT calculation (ωB97M-V/def2-TZVPD) of one molecule with the formula C21H27N3O5.

Last column: natural (NBO) charge in e.
Cartesian coordinates (Å):
C1 0.502 -7.243 -1.659  -0.63
C2 0.858 -6.665 -0.297  -0.07
O1 1.259 -5.299 -0.399  -0.51
C3 0.282 -4.384 -0.443  0.78
O2 -0.894 -4.655 -0.374  -0.61
C4 0.804 -3.003 -0.562  -0.19
C5 2.182 -2.722 -0.527  -0.15
C6 2.616 -1.441 -0.715  -0.21
C7 1.700 -0.385 -0.901  0.18
N1 2.201 0.838 -1.183  -0.47
C8 1.363 1.802 -1.419  0.14
C9 -0.040 1.701 -1.315  -0.33
C10 -0.859 2.904 -1.466  0.80
O3 -2.080 2.935 -1.456  -0.65
O4 -0.131 4.020 -1.599  -0.51
C11 -0.859 5.237 -1.743  -0.07
C12 0.136 6.370 -1.907  -0.62
C13 -0.602 0.465 -0.936  0.35
N2 -1.942 0.318 -0.778  -0.60
C14 -2.514 -0.273 0.412  -0.22
C15 -2.366 0.717 1.582  -0.23
N3 -0.964 1.043 1.760  -0.46
C16 -0.728 2.407 2.198  -0.24
C17 0.776 2.676 2.218  -0.08
O5 1.443 1.777 3.071  -0.52
C18 1.225 0.452 2.648  -0.08
C19 -0.265 0.111 2.628  -0.25
C20 0.303 -0.646 -0.827  -0.10
C21 -0.109 -1.980 -0.719  -0.13
H1 0.265 -8.298 -1.556  0.22
H2 1.337 -7.131 -2.346  0.21
H3 -0.363 -6.725 -2.066  0.22
H4 1.718 -7.180 0.138  0.19
H5 -0.001 -6.734 0.379  0.20
H6 2.880 -3.531 -0.382  0.23
H7 3.666 -1.198 -0.748  0.23
H8 1.801 2.755 -1.684  0.21
H9 -1.486 5.383 -0.855  0.19
H10 -1.521 5.155 -2.613  0.19
H11 0.748 6.204 -2.790  0.21
H12 -0.396 7.311 -2.014  0.22
H13 0.787 6.424 -1.039  0.21
H14 -2.428 1.183 -1.022  0.43
H15 -3.570 -0.476 0.225  0.21
H16 -2.013 -1.204 0.666  0.21
H17 -2.907 1.634 1.332  0.20
H18 -2.815 0.288 2.490  0.18
H19 -1.210 3.091 1.496  0.20
H20 -1.139 2.585 3.208  0.17
H21 0.982 3.676 2.603  0.19
H22 1.174 2.587 1.196  0.17
H23 1.754 -0.188 3.356  0.20
H24 1.645 0.307 1.642  0.17
H25 -0.395 -0.904 2.246  0.21
H26 -0.661 0.157 3.659  0.17
H27 -1.151 -2.247 -0.812  0.24

Properties
Gap between HOMO and LUMO ... 8.136 eV
LUMO level ... 0.0018 Eh
SMILES ... CCOC(=O)c1ccc2ncc(C(=O)OCC)c(NCCN3CCOCC3)c2c1